3 unconnected molecules or ions with the total composition H4IO2 at a distorted geometry. Source: the Open Molecules 2025 dataset; level of theory: ωB97M-V with the def2-TZVPD basis set.

Structure (XYZ):
```
7
Properties=species:S:1:pos:R:3
I -0.44 -1.56 -0.43
O 1.66 -0.22 2.17
H 1.25 -0.56 1.37
H 1.68 -0.92 2.80
O -1.25 1.37 -2.21
H -0.95 0.45 -2.12
H -1.94 1.44 -1.57
```

Computed properties:
Energy relative to the best compared isomer or geometry (same formula, charge and spin) in kcal per mole: 1.95
Orbital gap in eV: 7.735
Net charge: -1